(1)
Below is one molecule with the formula C7H6ClNO in a non-equilibrium geometry, with properties calculated with wB97M-V/def2-TZVPD.

Electronic energy   -23414.9210 eV
2S+1   1
Orbital gap   9.9 eV
Net charge   0
SMILES string   NC(=O)c1cccc(Cl)c1

Positions of all 16 atoms, in Å:
C (-1.697, -1.010, -0.128)
C (-0.442, -0.324, -0.176)
C (-0.284, 1.023, -0.204)
C (0.954, 1.702, -0.263)
C (2.089, 0.913, -0.123)
C (2.048, -0.432, -0.047)
C (0.795, -1.106, -0.091)
H (-3.692, -0.892, 0.822)
H (-2.373, 0.189, 1.519)
H (-1.043, 1.846, -0.521)
H (1.048, 2.717, -0.376)
H (3.023, 1.363, -0.243)
H (0.744, -2.030, -0.157)
N (-2.652, -0.457, 0.635)
O (-1.953, -2.027, -0.759)
Cl (3.435, -1.475, 0.113)

Atoms 1-3, force components in eV/Å:
C -2.301 -2.176 -0.810
C 4.415 -1.120 0.677
C -0.713 5.106 -1.830

(2)
Below is one molecule with the formula C6H3ClN2O3S in a non-equilibrium geometry, with properties calculated with wB97M-V/def2-TZVPD.

Electronic energy   -38744.7546 eV
2S+1   1
Orbital gap   8.2 eV
Net charge   0
SMILES string   O=C/N=C1\[C@H]2C(Cl)=CS[C@@]12[N+](=O)[O-]

Positions of all 16 atoms, in Å:
C (-0.791, -0.075, 0.285)
C (2.167, -0.288, 1.418)
C (1.759, 0.529, 0.440)
C (-3.292, 0.652, 0.401)
C (0.549, 0.098, -0.313)
C (0.189, -1.268, 0.276)
N (-1.966, 0.280, 0.377)
N (-0.327, -2.382, -0.488)
O (-0.858, -2.106, -1.544)
O (-3.840, 1.177, 1.320)
O (-0.253, -3.473, 0.020)
S (1.186, -1.699, 1.698)
Cl (2.667, 1.870, -0.124)
H (3.042, -0.168, 2.027)
H (-3.719, 0.443, -0.588)
H (0.574, 0.245, -1.389)

Atoms 1-3, force components in eV/Å:
C 0.061 -0.078 0.014
C -0.293 0.401 -0.346
C 0.326 -0.312 0.496

(3)
Below is one molecule with the formula C3H6N2OS in a non-equilibrium geometry, with properties calculated with wB97M-V/def2-TZVPD.

Electronic energy   -19069.9152 eV
2S+1   1
Orbital gap   9.2 eV
Net charge   0
SMILES string   CS/C=N/NC=O

Positions of all 13 atoms, in Å:
C (-2.334, 1.010, -0.037)
C (-0.595, -1.060, 0.099)
C (2.696, 0.203, 0.039)
H (-2.042, 1.427, 0.924)
H (-1.747, 1.381, -0.803)
H (-3.369, 1.242, -0.227)
H (-0.216, -2.083, 0.238)
H (1.645, -1.607, -0.264)
H (2.433, 1.256, 0.208)
N (0.314, -0.142, -0.003)
N (1.606, -0.633, -0.108)
O (3.851, -0.202, -0.034)
S (-2.242, -0.791, -0.031)

Atoms 1-3, force components in eV/Å:
C -0.818 -0.912 1.456
C 3.343 0.739 -0.063
C 0.884 -1.349 -0.325

(4)
Below is C27H46BeBr2Cl2F8N3NaO11SSi as an isolated structure in a non-equilibrium geometry, with properties calculated with wB97M-V/def2-TZVPD.

Electronic energy   -266107.1083 eV
2S+1   1
Orbital gap   1.8 eV
Net charge   0

Positions of all 103 atoms, in Å:
C (1.443, -0.928, 0.005)
Si (0.260, -0.763, -1.548)
C (1.442, -1.060, -3.091)
C (-1.081, -2.139, -1.649)
O (-0.325, 0.881, -1.711)
C (-1.657, 1.082, -1.131)
C (-2.647, 1.514, -2.403)
C (-3.647, 2.695, -1.800)
C (-5.275, 2.475, -1.628)
C (-6.136, 3.718, -0.969)
S (-7.982, 3.698, -0.631)
O (-8.160, 3.652, 0.935)
O (-8.655, 5.050, -1.091)
C (-8.926, 2.335, -1.517)
F (-8.651, 2.409, -2.987)
F (-10.389, 2.662, -1.329)
C (-8.592, 0.818, -0.986)
F (-7.962, 0.090, -2.150)
F (-7.623, 0.814, 0.141)
C (-9.954, -0.070, -0.618)
F (-10.879, -0.212, -1.793)
F (-9.506, -1.476, -0.308)
F (-10.643, 0.414, 0.610)
C (-5.296, 5.092, -0.542)
C (-6.014, 6.408, 0.171)
N (-4.998, 7.319, 0.828)
C (-3.673, 5.191, -0.789)
N (-2.956, 4.005, -1.400)
H (1.987, -1.977, -0.061)
H (0.877, -0.782, 1.028)
H (2.259, -0.060, -0.043)
H (0.781, -1.676, -3.869)
H (1.701, 0.000, -3.564)
H (2.399, -1.634, -2.738)
H (-0.621, -3.137, -1.183)
H (-1.367, -2.319, -2.769)
H (-2.065, -1.929, -1.048)
H (-1.568, 2.004, -0.381)
H (-2.076, 0.193, -0.498)
H (-2.007, 1.912, -3.329)
H (-3.259, 0.574, -2.738)
H (-5.807, 1.481, -1.955)
H (-6.687, 5.971, 1.041)
H (-6.686, 6.922, -0.636)
H (-4.424, 6.814, 1.557)
H (-4.371, 7.771, 0.116)
H (-3.017, 6.145, -0.502)
H (-1.912, 4.101, -1.550)
C (6.492, -1.871, 1.972)
C (6.220, -0.421, 1.666)
C (5.193, -0.518, 0.559)
O (4.448, -1.723, 0.787)
C (5.127, -2.496, 1.786)
H (6.906, -2.040, 2.969)
H (7.194, -2.281, 1.235)
H (5.778, 0.066, 2.543)
H (7.110, 0.142, 1.374)
H (5.673, -0.603, -0.422)
H (4.512, 0.338, 0.542)
H (4.537, -2.441, 2.708)
H (5.182, -3.541, 1.470)
F (-10.179, 2.813, -4.258)
Be (-10.779, -3.027, -0.886)
Cl (-2.079, 5.144, 1.347)
Br (9.549, 1.025, 0.516)
C (9.402, 2.624, -0.592)
C (8.838, 3.784, 0.194)
Br (6.910, 3.609, 0.427)
H (8.797, 2.355, -1.463)
H (10.424, 2.839, -0.918)
H (8.974, 4.722, -0.352)
H (9.273, 3.884, 1.193)
Cl (-5.079, 2.672, 1.076)
C (1.073, -5.305, 5.266)
C (2.574, -5.380, 5.161)
C (2.845, -4.569, 3.913)
O (1.815, -3.575, 3.830)
C (0.791, -3.899, 4.781)
H (0.692, -5.493, 6.273)
H (0.616, -6.033, 4.585)
H (3.031, -4.893, 6.030)
H (2.960, -6.401, 5.099)
H (2.783, -5.190, 3.013)
H (3.825, -4.082, 3.934)
H (0.857, -3.177, 5.602)
H (-0.192, -3.806, 4.312)
N (1.221, 6.485, 0.916)
O (0.285, 7.302, 0.895)
O (2.044, 6.508, 1.846)
O (1.333, 5.646, 0.008)
C (2.978, -5.818, -1.011)
O (4.311, -6.212, -1.329)
C (4.817, -5.622, -2.442)
O (4.237, -4.817, -3.153)
O (6.080, -6.084, -2.625)
C (6.741, -5.545, -3.768)
H (2.675, -6.350, -0.105)
H (2.930, -4.742, -0.811)
H (2.291, -6.093, -1.818)
H (6.845, -4.459, -3.678)
H (6.205, -5.809, -4.685)
H (7.742, -5.983, -3.817)
Na (-10.479, 2.296, 0.810)

Atoms 1-3, force components in eV/Å:
C 0.112 0.500 0.477
Si 2.070 0.159 -0.393
C -0.705 0.419 -0.494

(5)
Below is C21H21MnN5O2 as an isolated structure in a non-equilibrium geometry, with properties calculated with wB97M-V/def2-TZVPD.

Electronic energy   -64937.1104 eV
2S+1   4
Orbital gap (alpha / beta)   5.4 / 5.3 eV
⟨S²⟩   3.837
Net charge   +4

Positions of all 50 atoms, in Å:
N (0.472, 1.444, -0.873)
C (0.511, 2.596, -0.712)
C (0.573, 4.026, -0.522)
H (-0.444, 4.451, -0.557)
H (1.177, 4.477, -1.327)
H (1.028, 4.273, 0.450)
N (2.016, -1.668, -1.191)
C (2.984, -2.316, -1.187)
C (4.185, -3.108, -1.182)
H (4.901, -2.689, -1.908)
H (3.948, -4.145, -1.469)
H (4.649, -3.110, -0.184)
N (-1.473, -1.521, -0.858)
C (-2.504, -2.045, -0.691)
C (-3.776, -2.699, -0.515)
H (-3.697, -3.494, 0.244)
H (-4.097, -3.147, -1.472)
H (-4.529, -1.962, -0.189)
Mn (0.256, -0.539, -1.842)
C (0.517, -2.497, 1.242)
O (0.387, -3.313, 2.038)
C (2.128, -0.128, 1.318)
O (3.073, 0.130, 1.915)
C (0.868, 0.730, -3.490)
C (-0.527, 0.796, -3.360)
C (-1.286, -0.376, -3.361)
C (-0.656, -1.624, -3.482)
C (0.737, -1.694, -3.600)
C (1.501, -0.513, -3.607)
H (1.464, 1.637, -3.459)
H (-1.026, 1.753, -3.238)
H (-2.363, -0.312, -3.241)
H (-1.240, -2.538, -3.442)
H (1.220, -2.666, -3.650)
H (2.585, -0.556, -3.665)
N (-2.231, -0.012, 3.312)
C (-1.620, -0.643, 2.260)
N (-0.565, 0.030, 1.868)
C (-0.493, 1.182, 2.615)
C (0.435, 2.218, 2.605)
C (0.389, 3.151, 3.639)
C (-0.594, 3.081, 4.635)
C (-1.582, 2.081, 4.618)
C (-1.528, 1.159, 3.582)
H (-3.038, -0.364, 3.832)
H (-2.030, -1.547, 1.818)
H (1.133, 2.275, 1.776)
H (1.120, 3.952, 3.683)
H (-0.591, 3.806, 5.446)
H (-2.363, 1.978, 5.378)

Atoms 1-3, force components in eV/Å:
N -0.205 0.519 -0.080
C -0.010 -1.739 -0.184
C 0.004 0.563 0.035

(6)
Below is C32H44N8O7S4Ti as an isolated structure, with properties calculated with wB97M-V/def2-TZVPD.

Electronic energy   -126601.7462 eV
2S+1   1
Orbital gap   7.1 eV
Net charge   +2

Positions of all 96 atoms, in Å:
Ti (-0.085, 0.236, -0.400)
O (-0.481, 0.819, 1.249)
C (-1.600, 0.513, 1.956)
C (-2.283, 1.521, 2.624)
C (-3.416, 1.204, 3.350)
C (-3.871, -0.112, 3.417)
C (-3.185, -1.110, 2.758)
C (-2.034, -0.816, 2.024)
C (-1.283, -1.854, 1.331)
N (-0.330, -1.655, 0.419)
C (0.118, -2.895, 0.000)
C (-0.560, -3.847, 0.683)
N (-1.424, -3.176, 1.517)
H (-1.904, 2.532, 2.557)
H (-3.955, 1.987, 3.865)
H (-4.768, -0.350, 3.971)
H (-3.577, -2.119, 2.778)
H (0.882, -2.999, -0.752)
H (-0.509, -4.920, 0.651)
H (-2.113, -3.602, 2.114)
C (1.251, 5.329, 2.788)
C (2.079, 4.161, 3.322)
S (2.252, 2.742, 2.220)
C (3.211, 3.366, 0.823)
C (2.433, 4.155, -0.232)
S (0.930, 3.298, -0.761)
C (-0.352, 4.579, -0.709)
C (-0.364, 5.564, 0.458)
S (-0.379, 4.864, 2.132)
H (1.796, 5.866, 2.014)
H (1.100, 6.033, 3.607)
H (1.603, 3.740, 4.209)
H (3.064, 4.522, 3.626)
H (3.631, 2.469, 0.361)
H (4.052, 3.958, 1.189)
H (3.079, 4.314, -1.095)
H (2.156, 5.135, 0.144)
H (-1.276, 4.002, -0.727)
H (-0.308, 5.152, -1.636)
H (-1.274, 6.158, 0.362)
H (0.457, 6.277, 0.393)
O (2.987, -1.431, -0.938)
C (2.762, -0.812, 0.090)
O (1.840, 0.054, 0.314)
C (3.622, -1.151, 1.308)
N (3.185, -0.395, 2.544)
C (4.427, 0.040, 3.298)
C (5.563, -0.721, 2.628)
C (5.105, -0.818, 1.175)
H (3.490, -2.214, 1.510)
H (2.582, -0.974, 3.123)
H (2.622, 0.425, 2.259)
H (4.294, -0.166, 4.357)
H (4.505, 1.116, 3.152)
H (5.673, -1.717, 3.060)
H (6.510, -0.200, 2.745)
H (5.625, -1.581, 0.603)
H (5.233, 0.139, 0.662)
C (-3.458, -7.000, -4.263)
C (-3.811, -5.803, -3.427)
C (-5.148, -5.458, -3.216)
C (-5.490, -4.378, -2.426)
C (-4.480, -3.628, -1.833)
C (-3.145, -3.944, -2.029)
C (-2.820, -5.030, -2.829)
S (-4.924, -2.261, -0.826)
O (-3.741, -1.866, -0.099)
O (-6.131, -2.533, -0.108)
N (-5.316, -1.109, -1.921)
C (-4.290, -0.397, -2.665)
C (-3.621, 0.773, -1.925)
C (-2.208, 0.571, -1.493)
O (-1.518, 1.540, -1.039)
O (-1.609, -0.550, -1.504)
H (-4.159, -7.126, -5.086)
H (-3.496, -7.908, -3.658)
H (-2.453, -6.916, -4.673)
H (-5.929, -6.050, -3.677)
H (-6.527, -4.121, -2.256)
H (-2.378, -3.336, -1.567)
H (-1.779, -5.282, -2.994)
H (-6.157, -0.611, -1.664)
H (-4.763, -0.019, -3.569)
H (-3.542, -1.124, -2.986)
H (-4.175, 1.017, -1.013)
H (-3.623, 1.684, -2.527)
N (3.954, 0.228, -5.592)
C (3.349, 0.022, -4.424)
N (3.836, -0.877, -3.568)
N (2.267, 0.759, -4.175)
C (1.554, 0.569, -3.136)
N (0.865, 0.428, -2.209)
H (4.783, -0.269, -5.867)
H (3.542, 0.883, -6.234)
H (4.633, -1.440, -3.807)
H (3.425, -0.996, -2.648)

Atoms 1-3, force components in eV/Å:
Ti 0.441 0.224 0.418
O -0.183 -0.058 0.030
C -0.005 -0.034 0.078

(7)
Below is an isolated ion of composition C5H6N and charge +1 in a non-equilibrium geometry, with properties calculated with wB97M-V/def2-TZVPD.

Electronic energy   -6758.8293 eV
2S+1   1
Orbital gap   9.5 eV
Net charge   +1

Positions of all 12 atoms, in Å:
C (-0.250, -0.758, 0.588)
C (-1.362, -0.260, 0.035)
C (0.804, -1.699, -0.246)
C (-2.511, 0.187, -0.265)
C (1.938, 0.625, -0.259)
N (1.138, -0.513, 0.022)
H (-0.169, -0.988, 1.574)
H (-3.133, -0.470, -0.665)
H (-2.779, 1.136, -0.092)
H (2.467, 0.833, 0.791)
H (1.325, 1.449, -0.407)
H (2.532, 0.457, -1.076)

Atoms 1-3, force components in eV/Å:
C -0.240 1.529 -1.265
C 1.150 -0.106 0.685
C 1.732 1.271 -0.445

(8)
Below is C13H4Cl5N2O5PdS as an isolated structure in a non-equilibrium geometry, with properties calculated with wB97M-V/def2-TZVPD.

Electronic energy   -103689.1149 eV
2S+1   1
Orbital gap   7.6 eV
Net charge   -1

Positions of all 31 atoms, in Å:
Pd (-0.149, 0.254, -0.197)
O (1.464, -0.391, -1.653)
C (1.945, -1.495, -1.887)
C (2.047, -2.634, -1.016)
C (2.832, -3.684, -1.488)
C (3.038, -4.806, -0.736)
C (2.430, -4.938, 0.540)
C (1.642, -3.947, 1.021)
C (1.393, -2.722, 0.278)
O (0.644, -1.838, 0.730)
N (3.878, -5.867, -1.251)
O (4.411, -5.717, -2.341)
O (4.041, -6.858, -0.555)
H (2.396, -1.648, -2.887)
H (3.303, -3.610, -2.462)
H (2.606, -5.841, 1.108)
H (1.160, -4.032, 1.986)
Cl (1.518, 1.484, 1.238)
C (-0.012, 2.323, 1.478)
C (-1.065, 1.709, 0.843)
C (-2.288, 2.343, 0.917)
Cl (-3.658, 1.629, 0.133)
C (-2.435, 3.540, 1.623)
Cl (-3.970, 4.324, 1.695)
C (-1.340, 4.117, 2.272)
Cl (-1.516, 5.588, 3.156)
C (-0.096, 3.496, 2.199)
Cl (1.299, 4.163, 2.967)
O (-3.125, -2.426, -1.608)
S (-2.146, -1.714, -0.789)
N (-1.677, -0.383, -1.312)

Atoms 1-3, force components in eV/Å:
Pd -0.193 0.756 0.405
O -0.334 -0.067 -0.099
C 0.184 -0.121 0.046